--- w ---
2 unconnected molecules or ions with the total composition C3H8NO. Source: the OMol25 dataset; level of theory: ωB97M-V with the def2-TZVPD basis set.

```
13
Properties=species:S:1:pos:R:3:lowdin_charge:R:1
C 1.094 0.147 2.095 -0.239
O 1.237 -0.932 1.227 -0.180
H 1.275 -0.221 3.105 0.054
H 0.144 0.673 2.011 0.064
H 1.812 0.975 1.944 0.059
C -0.583 0.710 -2.307 -0.152
C -1.089 -0.064 -1.309 -0.516
N -0.538 -1.183 -0.808 -0.113
H 0.267 0.406 -2.924 -0.003
H -1.077 1.600 -2.692 -0.023
H -1.856 0.469 -0.730 0.063
H -1.167 -1.670 -0.172 -0.017
H 0.480 -0.910 0.559 0.002
```

Calculated values
Charge ... -1
HOMO level ... -0.07710 hartree
Spin multiplicity ... 1
LUMO energy ... 4.22 eV

=====

--- x ---
A molecular structure, C3H8NO. Source: the OMol25 dataset; level of theory: ωB97M-V with the def2-TZVPD basis set.

```
13
Properties=species:S:1:pos:R:3:lowdin_charge:R:1
C 2.400 0.352 -0.205 -0.093
N 0.807 0.956 0.326 -0.031
C 0.016 -0.133 -0.233 -0.356
C -1.428 -0.114 0.319 -0.598
O -2.165 -1.123 -0.145 -0.383
H 2.922 0.826 -1.034 0.060
H 2.333 -0.725 -0.142 0.053
H 2.994 0.566 0.684 0.048
H 1.573 1.434 -0.175 -0.022
H 0.371 -1.133 0.059 0.083
H 0.009 -0.223 -1.324 0.097
H -1.892 0.894 0.131 0.071
H -1.290 -0.154 1.424 0.070
```

Calculated values
Charge ... -1
HOMO level ... -0.06925 hartree
Spin multiplicity ... 1
LUMO energy ... 3.74 eV

=====

--- y ---
2 unconnected molecules or ions with the total composition C3H8NO. Source: the OMol25 dataset; level of theory: ωB97M-V with the def2-TZVPD basis set.

```
13
Properties=species:S:1:pos:R:3:lowdin_charge:R:1
C -1.719 1.126 -1.629 -0.174
O -1.103 -0.249 -1.663 -0.259
H -2.012 1.355 -0.594 0.038
H -2.782 0.975 -2.045 0.073
H -0.955 1.880 -1.994 0.075
C 2.245 -0.986 0.908 -0.163
C 1.076 -0.527 1.552 -0.537
N -0.020 -0.259 0.939 -0.076
H 2.258 -1.330 -0.125 -0.023
H 3.219 -0.642 1.229 -0.048
H 1.262 -0.472 2.702 0.075
H -0.848 -0.461 1.488 0.001
H -0.620 -0.410 -0.768 0.017
```

Calculated values
Charge ... -1
HOMO level ... -0.07059 hartree
Spin multiplicity ... 1
LUMO energy ... 4.18 eV

=====

Which is the most stable structure? w is the most stable.

=====

--- w ---
6 unconnected molecules or ions with the total composition C12H36O12. Source: the OMol25 dataset; level of theory: ωB97M-V with the def2-TZVPD basis set.

```
60
Properties=species:S:1:pos:R:3:lowdin_charge:R:1
O -10.732 20.363 -6.497 -0.061
C -9.889 21.446 -6.800 -0.280
C -8.682 21.529 -5.890 -0.225
O -7.737 22.485 -6.442 -0.071
H -11.583 20.522 -6.913 0.086
H -9.556 21.418 -7.837 0.114
H -10.487 22.349 -6.670 0.121
H -8.219 20.571 -5.654 0.121
H -9.118 21.922 -4.971 0.118
H -7.185 21.977 -7.041 0.077
O -19.714 25.570 -1.893 -0.074
C -19.761 24.702 -3.020 -0.233
C -20.120 23.284 -2.511 -0.218
O -21.483 23.048 -2.031 -0.081
H -20.616 25.598 -1.566 0.079
H -20.414 25.065 -3.814 0.117
H -18.760 24.733 -3.451 0.117
H -19.491 22.998 -1.668 0.115
H -19.846 22.682 -3.377 0.105
H -21.562 22.101 -1.895 0.073
O -15.760 24.098 -9.002 -0.067
C -16.668 24.495 -10.047 -0.222
C -17.335 25.856 -9.733 -0.244
O -18.067 25.822 -8.524 -0.085
H -16.326 23.766 -8.302 0.077
H -16.086 24.645 -10.956 0.114
H -17.421 23.731 -10.239 0.114
H -18.125 26.214 -10.392 0.115
H -16.533 26.590 -9.663 0.115
H -18.087 26.683 -8.101 0.084
O -16.982 28.502 -14.832 -0.039
C -15.632 28.789 -14.902 -0.267
C -15.287 30.015 -14.028 -0.270
O -15.868 31.197 -14.448 -0.059
H -17.279 28.066 -15.634 0.092
H -15.013 27.989 -14.495 0.108
H -15.233 28.885 -15.912 0.119
H -14.218 30.202 -13.922 0.112
H -15.589 29.838 -12.995 0.113
H -15.916 31.920 -13.818 0.091
O -22.509 28.606 -8.640 -0.068
C -22.143 29.970 -8.785 -0.232
C -21.764 30.515 -7.391 -0.242
O -20.536 30.081 -6.797 -0.072
H -21.701 28.089 -8.664 0.081
H -21.368 30.114 -9.538 0.116
H -23.042 30.451 -9.168 0.117
H -22.538 30.204 -6.690 0.112
H -21.862 31.600 -7.369 0.110
H -20.181 30.795 -6.263 0.078
O -23.108 22.792 -12.409 -0.056
C -22.595 22.494 -13.711 -0.244
C -23.067 21.159 -14.300 -0.249
O -24.447 21.195 -14.643 -0.065
H -24.064 22.824 -12.484 0.074
H -22.788 23.251 -14.470 0.116
H -21.509 22.483 -13.618 0.116
H -22.966 20.372 -13.553 0.118
H -22.505 20.915 -15.203 0.120
H -24.800 21.169 -13.751 0.070
```

Calculated values
Charge ... 0
HOMO level ... -0.37511 hartree
SMILES ... OCCO.OCCO.OCCO.OCCO.OCCO.OCCO
Spin multiplicity ... 1
LUMO energy ... 0.33 eV

=====

--- x ---
6 unconnected molecules or ions with the total composition C12H36O12. Source: the OMol25 dataset; level of theory: ωB97M-V with the def2-TZVPD basis set.

```
60
Properties=species:S:1:pos:R:3:lowdin_charge:R:1
O 0.126 -3.265 -4.030 -0.062
C 0.243 -1.983 -3.418 -0.245
C 1.567 -1.836 -2.706 -0.240
O 1.597 -2.644 -1.535 -0.066
H 0.229 -3.163 -4.979 0.080
H 0.179 -1.183 -4.169 0.122
H -0.569 -1.824 -2.708 0.119
H 1.715 -0.781 -2.473 0.100
H 2.372 -2.166 -3.372 0.123
H 1.821 -3.536 -1.813 0.088
O -2.482 2.452 -0.914 -0.110
C -3.732 1.828 -1.175 -0.219
C -3.478 0.351 -1.365 -0.239
O -3.055 -0.301 -0.179 -0.060
H -2.610 3.410 -0.841 0.070
H -4.426 1.990 -0.343 0.126
H -4.177 2.255 -2.082 0.126
H -2.724 0.239 -2.158 0.122
H -4.397 -0.109 -1.729 0.122
H -2.313 0.206 0.174 0.051
O -0.041 -0.189 0.461 -0.096
C 1.239 0.470 0.676 -0.198
C 1.314 1.562 -0.362 -0.233
O 0.227 2.439 -0.144 -0.063
H -0.292 -0.610 1.292 0.044
H 1.243 0.805 1.717 0.123
H 1.975 -0.337 0.575 0.103
H 1.183 1.044 -1.326 0.106
H 2.329 1.954 -0.431 0.125
H -0.523 1.835 -0.094 0.049
O -2.611 5.001 -1.797 -0.078
C -1.722 5.343 -2.874 -0.218
C -0.620 4.332 -2.962 -0.266
O -1.081 3.033 -3.233 -0.059
H -3.419 5.511 -1.891 0.098
H -2.309 5.335 -3.804 0.124
H -1.330 6.362 -2.775 0.119
H -0.069 4.326 -2.009 0.119
H 0.088 4.685 -3.715 0.122
H -1.461 2.723 -2.397 0.034
O 4.935 -3.466 0.918 -0.047
C 3.985 -2.489 1.261 -0.268
C 3.386 -2.698 2.638 -0.242
O 4.351 -2.632 3.688 -0.067
H 5.575 -3.550 1.629 0.076
H 4.404 -1.471 1.237 0.122
H 3.161 -2.478 0.546 0.098
H 2.921 -3.690 2.701 0.124
H 2.608 -1.959 2.831 0.110
H 4.841 -3.459 3.672 0.074
O -1.904 -2.807 5.526 -0.061
C -0.688 -2.101 5.336 -0.250
C -0.799 -1.046 4.275 -0.239
O -0.871 -1.581 2.958 -0.071
H -2.082 -3.335 4.742 0.082
H -0.520 -1.601 6.292 0.124
H 0.131 -2.800 5.152 0.123
H 0.030 -0.334 4.355 0.121
H -1.677 -0.413 4.451 0.129
H -1.794 -1.654 2.697 0.098
```

Calculated values
Charge ... 0
HOMO level ... -0.36048 hartree
SMILES ... OCCO.OCCO.OCCO.OCCO.OCCO.OCCO
Spin multiplicity ... 1
LUMO energy ... 0.56 eV

=====

Which is the most stable structure? x is the most stable.

=====

--- w ---
A gas-phase ion, C4H12NOS (charge +1). Source: the OMol25 dataset; level of theory: ωB97M-V with the def2-TZVPD basis set.

```
19
Properties=species:S:1:pos:R:3:lowdin_charge:R:1
N 0.585 0.555 -1.362 0.230
C -0.354 0.124 -0.245 -0.289
C -1.525 1.050 -0.246 -0.183
O -1.934 1.301 -1.624 -0.072
C 0.402 -0.048 1.124 -0.209
C 0.702 -1.483 1.511 -0.569
S 1.941 -2.326 0.514 0.755
H 0.216 0.437 -2.309 0.168
H 0.660 1.564 -1.288 0.171
H 1.455 0.023 -1.376 0.148
H -0.748 -0.866 -0.511 0.156
H -2.417 0.595 0.191 0.147
H -1.346 2.080 0.097 0.146
H -2.542 0.595 -1.907 0.110
H -0.193 0.674 1.701 0.125
H 1.331 0.538 1.030 0.118
H -0.181 -2.080 1.692 0.085
H 1.031 -1.327 2.556 0.091
H 2.919 -1.407 0.454 -0.130
```

Calculated values
Charge ... +1
HOMO level ... -0.48233 hartree
SMILES ... [NH3+][C@H](CO)CCS
Spin multiplicity ... 1
LUMO energy ... -3.34 eV

=====

--- x ---
A gas-phase ion, C4H12NOS (charge +1). Source: the OMol25 dataset; level of theory: ωB97M-V with the def2-TZVPD basis set.

```
19
Properties=species:S:1:pos:R:3:lowdin_charge:R:1
N -0.810 1.601 0.679 0.233
C 0.055 0.476 0.244 -0.315
C 1.187 0.854 -0.610 -0.176
O 2.079 1.548 0.329 -0.076
C -0.916 -0.534 -0.332 -0.278
C -0.440 -1.906 -0.473 -0.460
S -0.599 -2.712 1.247 0.717
H -1.482 1.406 1.428 0.188
H -0.266 2.322 1.181 0.188
H -1.336 2.123 0.034 0.158
H 0.577 0.158 1.173 0.171
H 1.774 0.078 -1.160 0.159
H 0.872 1.646 -1.327 0.144
H 2.818 1.803 -0.278 0.120
H -1.224 -0.360 -1.331 0.119
H -1.899 -0.330 0.149 0.135
H 0.571 -2.040 -0.716 0.063
H -1.107 -2.412 -1.110 0.071
H 0.145 -3.721 0.872 -0.163
```

Calculated values
Charge ... +1
HOMO level ... -0.45730 hartree
SMILES ... [NH3+][C@H](CO)CCS
Spin multiplicity ... 1
LUMO energy ... -3.61 eV

=====

--- y ---
2 unconnected molecules or ions with the total composition C4H12NOS. Source: the OMol25 dataset; level of theory: ωB97M-V with the def2-TZVPD basis set.

```
19
Properties=species:S:1:pos:R:3:lowdin_charge:R:1
C 0.568 0.863 -0.360 -0.215
C -0.085 2.136 -0.903 -0.565
S 0.630 2.566 -2.511 0.768
N 0.153 0.650 1.083 0.191
H 1.637 0.989 -0.361 0.119
H 0.270 -0.025 -0.900 0.102
H 0.071 2.952 -0.201 0.079
H -1.168 1.994 -0.985 0.082
H 1.349 3.602 -2.067 -0.124
H 0.314 -0.295 1.461 0.125
H -0.848 0.812 1.203 0.167
H 0.623 1.328 1.684 0.173
C 0.039 -2.693 -0.379 0.039
C -0.895 -2.287 0.452 -0.273
O -0.634 -2.000 1.791 -0.066
H -0.225 -2.850 -1.416 0.078
H 1.053 -2.895 -0.067 0.082
H -1.918 -2.114 0.132 0.119
H -0.934 -2.731 2.344 0.120
```

Calculated values
Charge ... +1
HOMO level ... -0.47561 hartree
Spin multiplicity ... 1
LUMO energy ... -3.33 eV

=====

Which is the most stable structure? w is the most stable.

=====

--- w ---
A gas-phase ion, C4H8N3 (charge +1). Source: the OMol25 dataset; level of theory: ωB97M-V with the def2-TZVPD basis set.

```
15
Properties=species:S:1:pos:R:3:lowdin_charge:R:1
C -1.851 1.468 -0.025 0.052
N -1.169 0.422 -0.072 -0.028
C -1.667 -0.926 -0.003 -0.158
N -0.389 -1.626 0.012 0.114
C 0.598 -0.805 -0.006 -0.098
N 1.600 -0.224 -0.107 0.154
C 2.752 0.542 0.016 -0.031
H -1.333 2.414 -0.102 0.092
H -2.936 1.499 0.082 0.104
H -2.244 -1.139 0.905 0.144
H -2.261 -1.196 -0.884 0.145
H -0.288 -2.632 0.064 0.181
H 2.802 1.019 0.997 0.109
H 3.615 -0.116 -0.112 0.112
H 2.771 1.301 -0.766 0.108
```

Calculated values
Charge ... +1
HOMO level ... -0.52945 hartree
SMILES ... C=NC[NH+]=C=NC
Spin multiplicity ... 1
LUMO energy ... -3.06 eV

=====

--- x ---
A gas-phase ion, C4H8N3 (charge +1). Source: the OMol25 dataset; level of theory: ωB97M-V with the def2-TZVPD basis set.

```
15
Properties=species:S:1:pos:R:3:lowdin_charge:R:1
C -0.515 -0.039 -0.055 -0.388
C 1.218 -1.479 -0.052 0.215
C -2.367 0.037 0.011 -0.127
C 1.822 0.832 -0.093 0.011
N -1.325 -1.042 -0.141 0.163
N 0.890 -0.249 -0.015 -0.084
N -1.352 1.055 -0.108 0.143
H 2.177 -1.876 0.035 0.113
H 0.395 -2.306 -0.021 0.170
H -3.080 -0.049 -0.700 0.094
H -2.939 0.070 0.923 0.139
H 1.530 1.685 0.494 0.090
H 2.735 0.465 0.527 0.146
H 1.953 1.076 -1.282 0.189
H -1.143 1.820 0.479 0.126
```

Calculated values
Charge ... +1
HOMO level ... -0.52675 hartree
Spin multiplicity ... 1
LUMO energy ... -5.64 eV

=====

--- y ---
A gas-phase ion, C4H8N3 (charge +1). Source: the OMol25 dataset; level of theory: ωB97M-V with the def2-TZVPD basis set.

```
15
Properties=species:S:1:pos:R:3:lowdin_charge:R:1
C 2.249 0.254 -0.067 -0.005
C 0.768 0.196 -0.047 -0.230
N 0.127 -0.888 0.260 0.077
N -1.242 -1.067 0.230 0.069
C -1.860 0.038 -0.415 -0.133
C -1.340 1.305 0.331 -0.083
N -0.088 1.407 0.341 0.151
H 2.585 0.101 -1.065 0.071
H 2.679 -0.651 0.605 0.144
H 2.639 1.295 0.398 0.156
H 0.630 -1.625 0.783 0.203
H -1.431 -1.581 1.019 0.133
H -2.988 0.013 -0.316 0.156
H -1.573 0.235 -1.431 0.129
H -2.024 2.037 0.893 0.163
```

Calculated values
Charge ... +1
HOMO level ... -0.53154 hartree
SMILES ... CC1=[NH+]NCC=N1
Spin multiplicity ... 1
LUMO energy ... -4.80 eV

=====

Which is the most stable structure? w is the most stable.